Below is a 8-piece molecular cluster, C48H107N5O8 overall, with properties calculated with the ωB97M-V functional and the def2-TZVPD basis.

The geometry in ORCA input format:
```
! wB97M-V def2-TZVPD RIJCOSX def2/J DEFGRID3
* xyz 0 1
C -1.508 2.825 3.043
C -2.996 2.464 2.669
C -3.933 3.462 3.472
C -3.036 2.299 1.114
C -4.222 1.435 0.472
C -4.321 0.099 1.192
C -4.320 0.173 2.681
C -5.733 0.757 3.208
C -4.210 -1.303 3.231
N -3.249 1.054 3.137
O -2.753 0.742 4.386
H -1.379 3.704 2.410
H -1.270 2.882 4.105
H -0.740 2.204 2.583
H -3.463 4.350 3.895
H -4.831 3.854 2.994
H -4.151 2.973 4.421
H -3.253 3.268 0.664
H -2.020 2.026 0.826
H -5.117 2.057 0.510
H -3.867 1.362 -0.556
H -3.533 -0.570 0.843
H -5.225 -0.451 0.932
H -6.072 1.624 2.640
H -5.725 1.020 4.265
H -6.495 -0.008 3.062
H -3.275 -1.667 2.806
H -5.053 -1.895 2.874
H -4.158 -1.334 4.319
H -1.919 0.315 4.177
C 3.470 -1.180 -5.957
C 2.969 -2.493 -5.252
C 2.726 -1.901 -3.826
C 1.518 -2.943 -5.814
C 0.998 -4.213 -5.070
C 2.002 -5.316 -5.346
C 3.472 -4.989 -4.916
C 3.733 -5.389 -3.461
C 4.303 -6.035 -5.691
N 3.907 -3.630 -5.307
O 5.174 -3.306 -4.863
H 2.689 -0.445 -6.152
H 4.300 -0.685 -5.453
H 3.903 -1.333 -6.946
H 2.305 -2.665 -3.172
H 3.648 -1.518 -3.389
H 2.008 -1.082 -3.868
H 0.770 -2.151 -5.827
H 1.760 -3.195 -6.847
H 0.906 -4.075 -3.993
H -0.007 -4.560 -5.313
H 1.890 -5.667 -6.372
H 1.564 -6.128 -4.765
H 3.499 -4.625 -2.719
H 4.818 -5.450 -3.379
H 3.166 -6.237 -3.078
H 5.323 -6.207 -5.345
H 4.372 -5.802 -6.754
H 3.813 -6.980 -5.459
H 5.753 -3.586 -5.576
C -0.959 0.700 7.293
C 0.147 -0.321 6.987
C 1.535 0.022 7.603
C -0.326 -1.677 7.550
C 0.190 -2.866 6.712
C -0.127 -2.701 5.250
C 0.657 -1.504 4.637
C 2.183 -1.874 4.440
C 0.035 -1.271 3.190
N 0.434 -0.335 5.549
O 0.973 0.852 5.001
H -1.808 0.385 6.687
H -1.369 0.551 8.292
H -0.648 1.745 7.277
H 1.948 0.930 7.163
H 1.324 0.037 8.672
H 2.164 -0.860 7.483
H 0.262 -1.847 8.453
H -1.377 -1.792 7.815
H 1.257 -2.770 6.913
H -0.135 -3.875 6.969
H -1.193 -2.525 5.105
H 0.042 -3.600 4.658
H 2.696 -1.980 5.396
H 2.696 -1.169 3.786
H 2.246 -2.755 3.802
H 0.684 -0.661 2.562
H -0.951 -0.817 3.290
H 0.048 -2.243 2.696
H 1.896 0.847 5.266
C 3.038 7.467 1.553
C 3.398 5.918 1.409
C 4.974 5.805 1.381
C 2.843 5.298 2.783
C 2.721 3.774 2.734
C 1.970 3.248 1.604
C 2.526 3.835 0.210
C 3.774 2.976 -0.101
C 1.369 3.532 -0.772
N 2.792 5.341 0.221
O 2.993 6.037 -0.919
H 2.080 7.806 1.159
H 3.054 7.766 2.601
H 3.729 8.151 1.059
H 5.347 6.567 2.065
H 5.379 4.858 1.738
H 5.317 6.068 0.380
H 3.583 5.576 3.533
H 1.921 5.812 3.053
H 3.753 3.425 2.697
H 2.437 3.173 3.598
H 0.988 3.601 1.918
H 1.919 2.160 1.565
H 3.447 2.116 -0.685
H 4.460 2.663 0.686
H 4.401 3.625 -0.714
H 0.478 4.137 -0.607
H 1.086 2.479 -0.780
H 1.613 3.797 -1.801
H 2.155 6.081 -1.386
C -5.019 0.081 -5.636
C -4.407 0.498 -4.301
C -5.459 1.241 -3.451
C -4.039 -0.850 -3.587
C -2.717 -1.536 -3.951
C -1.612 -0.524 -3.710
C -1.817 0.825 -4.534
C -0.891 1.957 -3.924
C -1.372 0.529 -5.978
N -3.174 1.350 -4.363
O -3.355 2.467 -5.198
H -5.928 -0.500 -5.481
H -5.234 1.014 -6.157
H -4.348 -0.481 -6.285
H -5.586 2.289 -3.720
H -6.448 0.785 -3.407
H -5.036 1.295 -2.447
H -4.045 -0.648 -2.516
H -4.826 -1.568 -3.819
H -2.417 -2.515 -3.578
H -2.645 -1.564 -5.038
H -0.665 -0.996 -3.972
H -1.634 -0.145 -2.688
H 0.120 1.630 -3.681
H -1.307 2.368 -3.003
H -0.782 2.828 -4.570
H -2.067 0.003 -6.633
H -0.593 -0.230 -6.049
H -1.018 1.363 -6.585
H -2.939 3.118 -4.629
C 2.469 -2.961 0.917
O 2.750 -3.803 -0.269
H 3.232 -2.194 1.046
H 1.544 -2.385 0.905
H 2.398 -3.714 1.702
H 2.288 -3.441 -1.029
C -0.080 -0.359 -0.282
O 0.383 -1.220 -1.449
H -0.953 -0.887 0.102
H 0.620 -0.020 0.481
H -0.569 0.524 -0.694
H 0.098 -2.131 -1.344
C -1.370 -4.568 0.030
O -0.254 -3.826 -0.558
H -1.734 -4.114 0.952
H -2.025 -4.781 -0.815
H -1.082 -5.536 0.440
H 0.556 -4.312 -0.386
*
```

Computed properties:
relative energy (zero: lowest compared OMol25 entry of this formula, charge and spin)	626.8	kJ/mol
HOMO energy	-7.60	eV
LUMO	0.38	eV
Kohn-Sham gap	7.98	eV